C36H72BNO10PSi | wB97M-V/def2-TZVPD

Calculated values
LUMO level	0.0762	Ha
2S+1	1
charge	-1
molar mass	748.8	g/mol
HOMO energy	-4.54	eV

Geometry (Å):
C  0.7192  0.7609  -2.3380
O  -0.2319  -0.0354  -1.6116
B  -1.2727  0.7964  -0.9690
O  -2.0050  1.4987  -1.9812
P  -1.7054  0.6743  0.9493
C  -1.5539  2.5511  1.2822
C  -1.5930  3.6744  0.1765
C  -3.0768  4.2884  -0.1167
O  -3.7018  3.8332  -1.3285
C  -3.5801  0.8742  0.6484
C  -4.6017  -0.1765  1.2922
O  -5.7777  0.5027  1.8988
Si  -6.8102  -0.6280  2.7049
C  -6.4572  -2.4686  2.3189
C  -6.4838  -0.3794  4.6064
C  -8.6820  -0.3255  2.2791
C  0.1938  0.6001  1.1538
O  0.9079  -0.6367  0.9976
C  2.2963  -0.5397  1.2785
O  3.1121  -0.7743  0.0851
C  4.3389  -1.4453  0.4200
C  5.4394  -0.4500  1.0765
O  5.3248  -0.4601  2.5264
C  -1.9159  0.4569  2.8631
C  -0.9382  -0.2681  3.8363
C  -1.0720  -0.4095  5.3546
C  -2.2649  0.2028  6.0950
C  -3.2641  0.9872  5.2324
C  -3.0826  1.0945  3.7182
C  -1.9577  -1.1871  0.5192
C  -1.4563  -2.4165  1.2957
C  -1.7403  -3.8240  0.7801
C  -2.5346  -4.0827  -0.4868
N  -3.0449  -2.9946  -1.2030
C  -2.7725  -1.6961  -0.7494
H  1.6854  0.1321  -2.4139
H  0.3430  0.8532  -3.4268
H  0.9470  1.7810  -1.8818
H  -1.5586  2.2719  -2.3684
H  -2.3481  2.9733  2.0177
H  -0.5907  2.7632  1.8962
H  -1.1391  4.6073  0.7174
H  -0.9289  3.6340  -0.7395
H  -3.7421  4.0837  0.8059
H  -3.0402  5.4433  -0.1825
H  -4.4644  3.2808  -1.0322
H  -3.9692  1.8958  1.0289
H  -3.9071  0.8739  -0.4597
H  -4.1883  -0.8635  2.0936
H  -5.0792  -0.8514  0.4837
H  -5.7802  -2.9197  3.1219
H  -5.9600  -2.6730  1.3154
H  -7.4528  -3.0564  2.3051
H  -5.5838  -1.0001  4.9183
H  -7.4570  -0.6482  5.1324
H  -6.2167  0.7374  4.7103
H  -8.8383  0.7164  1.8072
H  -9.2311  -0.3949  3.2901
H  -9.0966  -1.1172  1.5605
H  0.6193  1.0369  2.1434
H  0.6314  1.3570  0.3820
H  2.5468  -1.4104  2.0018
H  2.6396  0.4440  1.7384
H  4.2107  -2.3802  1.0652
H  4.8142  -1.7919  -0.5737
H  6.5090  -0.7830  0.8214
H  5.2975  0.6084  0.6514
H  4.6344  -1.1194  2.7647
H  0.0152  -0.7545  3.4117
H  -0.2889  -0.9898  5.9642
H  -2.4420  0.1447  7.2225
H  -4.1566  1.4852  5.7585
H  -3.8866  1.7341  3.1978
H  -0.8149  -2.3098  2.2083
H  -1.3206  -4.7110  1.3642
H  -2.6923  -5.1677  -0.8214
H  -3.3206  -0.9512  -1.4409
C  8.1679  0.3025  -3.4424
C  8.1544  -1.1803  -3.7739
O  7.0271  -1.8685  -3.2518
C  5.7522  -1.4216  -3.6980
C  5.5671  -1.5242  -5.2018
H  8.1360  0.4521  -2.3585
H  9.0724  0.7730  -3.8364
H  7.3084  0.8234  -3.8678
H  9.0369  -1.6478  -3.3302
H  8.2303  -1.3426  -4.8541
H  5.5654  -0.4019  -3.3457
H  5.0095  -2.0565  -3.2075
H  6.2810  -0.9018  -5.7456
H  4.5615  -1.2044  -5.4836
H  5.7128  -2.5557  -5.5345
C  -4.6858  5.6207  5.2913
C  -3.8864  5.6853  4.0009
O  -4.6924  5.8371  2.8400
C  -5.5013  7.0023  2.7800
C  -4.7063  8.2959  2.8315
H  -5.4062  4.7973  5.2536
H  -4.0202  5.4674  6.1446
H  -5.2499  6.5385  5.4684
H  -3.3397  4.7468  3.8790
H  -3.1321  6.4776  4.0445
H  -6.2618  6.9751  3.5680
H  -6.0414  6.9578  1.8303
H  -4.1502  8.3975  3.7656
H  -5.3745  9.1561  2.7441
H  -3.9812  8.3311  2.0139
C  6.6679  -7.2509  -8.0135
C  8.0988  -6.8102  -7.7543
O  8.2442  -5.4040  -7.6175
C  7.5170  -4.7951  -6.5578
C  7.8878  -5.3264  -5.1840
H  6.2766  -6.7681  -8.9145
H  6.6209  -8.3349  -8.1460
H  6.0040  -6.9866  -7.1887
H  8.7172  -7.1050  -8.6058
H  8.5153  -7.3207  -6.8801
H  6.4405  -4.8852  -6.7387
H  7.7466  -3.7267  -6.5954
H  7.6725  -6.3924  -5.0857
H  7.3274  -4.7983  -4.4089
H  8.9566  -5.1902  -4.9978

Löwdin atomic charge list, values in e, 99 entries: -0.1258 -0.0990 -0.5909 0.0509 0.5893 -0.3001 -0.1980 -0.2535 -0.1151 -0.2452 -0.2882 -0.2951 0.4784 -0.1972 -0.1907 -0.2028 -0.3106 -0.1658 -0.2154 -0.1386 -0.1967 -0.2060 -0.1253 -0.1640 -0.0791 -0.1014 -0.1102 -0.1123 -0.0612 -0.1597 -0.0310 -0.0753 -0.1696 -0.0157 -0.1066 0.0968 0.0968 0.0918 0.0830 0.0743 0.0945 0.1072 0.0978 0.1073 0.1129 0.0892 0.0779 0.0925 0.1018 0.1048 0.0426 0.0355 0.0414 0.0353 0.0249 0.0305 0.0383 0.0287 0.0310 0.0982 0.1102 0.1372 0.1488 0.1308 0.1223 0.1157 0.1284 0.0685 0.0775 0.0803 0.0759 0.0788 0.0868 0.0665 0.0738 0.0881 0.1140 -0.0789 -0.2853 -0.1718 -0.2759 -0.0707 0.0814 0.0763 0.0662 0.1172 0.1005 0.1083 0.1167 0.0681 0.0821 0.0639 -0.0799 -0.2723 -0.1696 -0.2794 -0.0839 0.0817 0.0774